109
Properties=species:S:1:pos:R:3:mulliken_spin:R:1 method="wB97M-V/def2-TZVPD" homo_energy_ev="-10.06 / -10.06" max_force_ha_per_bohr=0.101 e_lumo_ev="-1.72 / -1.70" spin_multiplicity=2 energy_ha=-53426.6864 homo_lumo_gap_ev="8.34 / 8.36" total_charge=0
Br -22.66342 -5.45846 10.21341 0.00
Br -18.72033 -5.64080 19.75102 0.00
Br -18.86214 -3.55373 17.37087 0.00
Br -18.35926 2.53135 7.74607 0.00
Br -13.64841 3.42980 15.88733 0.00
Br -17.60169 3.53651 18.09532 0.00
Br -17.83260 -2.42686 5.87490 0.00
Br -19.30095 9.19677 15.66741 0.00
Br -14.86547 -3.14661 15.22944 0.00
Br -17.28334 -6.20764 16.99908 0.00
Br -16.61576 5.60432 10.94833 0.00
Br -16.52444 8.38430 16.81614 0.00
Br -17.71559 6.54179 14.59855 0.00
Br -14.69336 -0.23203 8.34388 0.00
Br -18.94952 -2.19328 8.89823 0.00
Br -16.32533 -2.13430 11.92667 0.00
Br -17.20310 -4.81735 7.93611 0.00
Br -20.91320 3.92052 11.24919 0.00
Br -23.00066 -0.81898 9.69556 0.00
V -22.58323 1.26610 15.09902 1.22
Cl -25.45381 0.26671 15.73569 0.00
Cl -19.33945 1.76257 14.25025 0.01
O -20.78695 2.03913 14.55995 0.00
O -23.45079 2.09570 13.34879 0.00
O -25.24177 -0.82481 16.61538 0.00
O -26.70250 0.93320 15.95861 0.00
O -20.11007 -3.91818 13.80665 0.00
O -21.68230 0.91311 17.08481 -0.01
O -22.80203 3.33213 16.03801 0.00
O -15.23994 1.49643 13.22853 0.00
O -25.25587 3.18978 13.88111 0.01
O -24.34893 1.20702 16.00030 0.01
O -25.29767 -0.18364 14.36967 0.00
O -24.23020 -5.04394 20.84185 0.00
O -18.64707 2.94735 14.33130 0.00
O -22.09103 -3.10301 13.93067 0.00
O -22.01783 -1.21073 16.91776 0.01
O -26.02823 -4.94811 19.72351 0.00
O -19.22990 1.17866 12.98886 0.00
O -22.51965 -0.10903 14.28421 -0.25
O -18.92613 0.80598 15.28589 0.00
O -24.19732 4.96256 16.44525 0.00
O -15.72329 1.61839 11.11366 0.00
N -14.94691 1.40465 12.03770 0.00
N -25.16419 -5.54873 20.21926 0.00
N -23.34315 4.43822 15.77370 0.00
N -20.96102 -3.15307 13.45760 0.00
N -24.63270 2.43373 13.17216 0.00
N -21.50765 -0.27992 17.43085 0.00
C -17.85038 -4.91339 18.26706 0.00
C -20.62245 -2.13329 12.37049 0.00
C -16.01346 -1.62251 14.88605 0.00
C -22.95114 5.13155 14.56996 0.00
C -22.61961 -3.72805 9.40600 0.00
C -19.37685 5.13822 11.17631 0.00
C -16.45938 0.57605 8.55798 0.00
C -23.34882 -2.63692 10.20315 0.00
C -20.55786 -0.39279 18.59003 0.00
C -13.50719 0.93951 11.70654 0.00
C -17.53746 -2.85702 7.79198 0.00
C -15.44781 3.77698 16.47447 0.00
C -16.56297 1.72971 7.62128 0.00
C -18.08634 4.31357 11.10742 0.00
C -17.02851 -1.76894 13.71618 0.00
C -25.32651 2.05239 11.92603 0.00
C -25.00313 -7.02607 20.04886 0.00
C -15.70880 3.13373 17.77641 0.00
C -18.17697 7.66147 16.05965 0.00
H -25.57591 0.98106 11.91543 0.00
H -26.15279 2.69585 11.85930 0.00
H -16.96131 -4.44198 18.65633 0.00
H -18.73650 7.10730 16.81690 0.00
H -19.72852 -1.59854 12.66943 0.00
H -24.41820 -7.28376 20.86867 0.00
H -13.66706 -0.17022 11.58280 0.00
H -17.93560 3.74587 11.97847 0.00
H -15.69844 2.00009 17.77472 0.00
H -12.91558 1.13806 12.54364 0.00
H -17.80496 -2.58056 13.88763 0.00
H -16.59735 -2.36068 8.00033 0.00
H -26.01892 -7.41871 20.01773 0.00
H -21.84247 5.31284 14.63369 0.00
H -22.92822 -3.76985 8.34066 0.00
H -16.34152 1.55130 6.57469 0.00
H -20.32194 -1.43813 18.65129 0.00
H -20.34362 -2.79492 11.54216 0.00
H -19.40643 5.63753 10.22811 0.00
H -23.07583 -2.61095 11.23538 0.00
H -15.75119 4.80652 16.65081 0.00
H -17.55278 -0.79644 13.55229 0.00
H -16.02826 3.40759 15.64028 0.00
H -16.54553 0.79212 9.65686 0.00
H -23.16127 4.52222 13.72315 0.00
H -15.87097 2.61116 7.86359 0.00
H -17.15028 -0.17780 8.22247 0.00
H -18.13672 3.78333 10.16304 0.00
H -15.42037 -0.69834 14.68771 0.00
H -16.50198 -1.34147 15.85306 0.00
H -24.50728 -7.16877 19.09026 0.00
H -21.51874 -1.56721 12.20973 0.00
H -23.44790 6.06747 14.50475 0.00
H -19.66212 0.05649 18.26398 0.00
H -19.38270 5.77256 12.03934 0.00
H -24.74375 2.26143 11.04911 0.00
H -24.44027 -2.72679 10.03416 0.00
H -21.02627 0.14290 19.41023 0.00
H -15.16618 3.53459 18.59752 0.00
H -21.59286 -3.35371 9.41642 0.00
H -13.11383 1.29233 10.71708 0.00



15
Properties=species:S:1:pos:R:3:mulliken_spin:R:1 method="wB97M-V/def2-TZVPD" homo_energy_ev="-5.08 / -9.52" max_force_ha_per_bohr=0.098 e_lumo_ev="0.75 / -2.38" spin_multiplicity=3 energy_ha=-416.6778 homo_lumo_gap_ev="5.84 / 7.14" de_lowest_kj_mol=373.81 total_charge=0
O -1.55345 -1.87076 -0.29784 0.01
N 0.27608 -0.31929 -0.31387 0.17
N 1.17317 0.04964 -1.24440 0.67
C -1.08850 -0.63354 -0.62295 -0.06
C -1.96606 0.46229 -0.17876 0.02
C 0.81362 -0.14943 0.96960 0.76
C -2.58755 1.38669 0.27454 0.06
C 2.31461 0.33066 -0.61943 0.14
C 2.12829 0.27143 0.74306 0.18
H 0.30304 -0.27200 1.88870 0.03
H -3.15061 2.18694 0.53515 0.00
H 3.10121 0.70592 -1.23890 0.01
H 2.88565 0.43025 1.44508 0.01
H -0.97718 -0.42884 -1.99611 -0.01
H -1.67232 -2.14997 0.65616 0.00